{
  "formula": "C19H31N3O4S",
  "method": "ωB97M-V with the def2-TZVPD basis set",
  "symbols": ["C", "C", "O", "C", "C", "C", "N", "C", "C", "O", "C", "C", "C", "O", "C", "C", "C", "C", "N", "C", "S", "N", "C", "C", "C", "O", "C", "H", "H", "H", "H", "H", "H", "H", "H", "H", "H", "H", "H", "H", "H", "H", "H", "H", "H", "H", "H", "H", "H", "H", "H", "H", "H", "H", "H", "H", "H", "H"],
  "xyz": [[-2.2476, 1.7359, -1.1575], [-1.9263, 0.3260, -1.6391], [-0.5762, -0.0360, -1.4118], [-0.1180, -0.1846, -0.1181], [-0.9555, -0.4114, 0.9663], [-0.4927, -0.5550, 2.2723], [-1.3437, -0.8536, 3.3280], [-1.2935, -0.0753, 4.5516], [-2.2828, 1.0943, 4.4713], [-3.6002, 0.6386, 4.2485], [-3.6837, -0.1106, 3.0568], [-2.7019, -1.2920, 3.0867], [0.9052, -0.4721, 2.4822], [1.3494, -0.6732, 3.7609], [2.7264, -0.5726, 4.0622], [3.2066, 0.8725, 4.1704], [1.7338, -0.2421, 1.4022], [1.2594, -0.1102, 0.0958], [2.2132, 0.1657, -0.9010], [2.4704, -0.4415, -2.0925], [3.9134, -0.0840, -2.8281], [1.5908, -1.3283, -2.5887], [1.7498, -1.8968, -3.9075], [1.4288, -0.9157, -5.0390], [0.0147, -0.3424, -4.9097], [-0.4386, 0.3429, -6.0543], [0.2233, 1.5590, -6.3028], [-2.1100, 1.8191, -0.0819], [-3.2769, 1.9805, -1.4042], [-1.5878, 2.4507, -1.6430], [-2.6083, -0.4077, -1.1913], [-2.0368, 0.2691, -2.7253], [-2.0151, -0.4674, 0.7887], [-0.2871, 0.2947, 4.7220], [-1.5793, -0.7304, 5.3811], [-2.3105, 1.6467, 5.4116], [-1.9799, 1.7745, 3.6583], [-4.7148, -0.4628, 2.9905], [-3.4695, 0.5439, 2.1972], [-2.7567, -1.8759, 2.1684], [-2.9794, -1.9423, 3.9244], [2.8212, -1.0653, 5.0342], [3.3264, -1.1331, 3.3357], [4.2607, 0.8883, 4.4330], [3.0692, 1.4022, 3.2311], [2.6445, 1.3932, 4.9420], [2.8020, -0.1841, 1.5392], [3.0258, 0.6692, -0.5656], [0.6497, -1.2846, -2.2247], [2.7909, -2.2165, -4.0060], [1.0988, -2.7721, -3.9653], [2.1630, -0.1096, -5.0144], [1.5184, -1.4363, -5.9935], [-0.7026, -1.1586, -4.7742], [-0.0301, 0.3242, -4.0350], [0.2135, 2.2021, -5.4140], [1.2608, 1.4053, -6.6160], [-0.3243, 2.0457, -7.1079]],
  "nbo_charge": [-0.642, -0.059, -0.542, 0.329, -0.368, 0.219, -0.446, -0.245, -0.086, -0.526, -0.084, -0.246, 0.254, -0.506, -0.061, -0.638, -0.288, 0.064, -0.597, 0.306, -0.309, -0.605, -0.217, -0.455, -0.064, -0.537, -0.251, 0.214, 0.220, 0.220, 0.167, 0.202, 0.217, 0.233, 0.197, 0.196, 0.160, 0.196, 0.156, 0.211, 0.206, 0.196, 0.174, 0.219, 0.212, 0.213, 0.220, 0.419, 0.419, 0.236, 0.195, 0.230, 0.214, 0.176, 0.161, 0.162, 0.170, 0.192],
  "de_lowest_kj_mol": 235.7,
  "gap_ev": 8.0,
  "fmax_ha_per_bohr": 0.016,
  "smiles": "CCOc1cc(N2CCOCC2)c(OCC)cc1NC(=S)NCCCOC",
  "multiplicity": 1
}


{
  "formula": "C19H32Cl4NO5PPd",
  "method": "ωB97M-V with the def2-TZVPD basis set",
  "symbols": ["Pd", "Cl", "C", "C", "C", "Cl", "C", "O", "C", "Cl", "C", "H", "H", "O", "Cl", "O", "O", "O", "C", "C", "C", "C", "P", "N", "C", "C", "C", "C", "C", "C", "C", "C", "H", "H", "H", "H", "H", "H", "H", "H", "H", "H", "H", "H", "H", "H", "H", "H", "H", "H", "H", "H", "H", "H", "H", "H", "H", "H", "H", "C", "H", "H", "H"],
  "xyz": [[0.0529, 0.1677, -0.1476], [4.8171, -0.0951, 5.3031], [4.0084, -0.0138, 3.7670], [2.6609, -0.2978, 3.6848], [2.0402, -0.2228, 2.4499], [0.3196, -0.5683, 2.3980], [2.6933, 0.1300, 1.2540], [2.1372, 0.2243, 0.0841], [4.0744, 0.4041, 1.4174], [4.9718, 0.8621, 0.0076], [4.7234, 0.3365, 2.6316], [2.0960, -0.5723, 4.5644], [5.7793, 0.5585, 2.6909], [-2.8451, 1.0951, -2.6262], [-2.0559, 0.0125, -2.1513], [-2.3723, -1.2100, -2.7934], [-0.6163, 0.3254, -2.3469], [-2.2025, -0.1184, -0.6919], [0.9383, 3.5195, 2.8071], [1.1607, 4.2256, 1.4591], [1.0898, 5.7450, 1.6628], [2.5802, 3.8621, 1.0021], [-0.0754, 3.6101, 0.1878], [-0.3409, 2.0442, 0.6149], [0.5743, 3.9143, -1.5439], [-0.5382, 3.6525, -2.5714], [1.7113, 2.9293, -1.8696], [1.0925, 5.3458, -1.7456], [-1.7917, 4.3314, 0.4254], [-1.9483, 5.7734, -0.0674], [-2.1702, 4.2776, 1.9128], [-2.8019, 3.4157, -0.2933], [1.7453, 3.8347, 3.4733], [0.9834, 2.4371, 2.7085], [-0.0029, 3.7815, 3.2784], [1.9023, 6.0247, 2.3381], [0.1593, 6.0641, 2.1271], [1.2262, 6.3060, 0.7394], [3.2542, 4.0319, 1.8448], [2.9271, 4.4827, 0.1790], [2.6648, 2.8176, 0.7106], [-0.9715, 2.6603, -2.4733], [-0.0830, 3.7101, -3.5623], [-1.3298, 4.3961, -2.5379], [1.4665, 1.8997, -1.6227], [2.6470, 3.1731, -1.3765], [1.8819, 2.9773, -2.9470], [0.3458, 6.1086, -1.5318], [1.3722, 5.4485, -2.7969], [1.9826, 5.5546, -1.1553], [-1.2553, 6.4616, 0.4162], [-2.9615, 6.1015, 0.1780], [-1.8345, 5.8655, -1.1447], [-1.6098, 4.9812, 2.5230], [-2.0540, 3.2734, 2.3175], [-3.2246, 4.5525, 1.9876], [-2.7332, 3.4468, -1.3743], [-3.8036, 3.7530, -0.0153], [-2.6993, 2.3769, 0.0235], [0.0042, -2.5478, -0.3429], [0.8952, -2.7595, 0.2275], [0.0858, -2.3576, -1.4051], [-0.9704, -2.7245, 0.0842]],
  "mulliken_spin": [1.538, 0.001, 0.004, -0.009, -0.009, 0.066, -0.006, 0.124, 0.022, 0.001, -0.001, -0.001, 0.000, 0.008, 0.003, 0.008, 0.056, 0.045, 0.061, 0.108, 0.005, -0.031, -0.104, 1.089, -0.005, -0.003, 0.007, 0.003, 0.080, 0.006, -0.006, 0.027, 0.000, -0.023, 0.006, 0.001, 0.001, 0.000, 0.002, 0.000, 0.028, -0.002, 0.000, 0.002, -0.012, 0.003, 0.000, -0.001, 0.000, 0.000, 0.001, 0.000, 0.001, 0.000, 0.008, 0.002, 0.002, -0.001, -0.016, 0.851, 0.022, 0.025, 0.012],
  "de_lowest_kj_mol": 93.3,
  "gap_ev": [8.5, 6.2],
  "fmax_ha_per_bohr": 0.007,
  "s2": 6.014,
  "multiplicity": 5
}